# 1
This record from the Open Molecules 2025 dataset describes C19H47Cr2O19S5 as an isolated structure in a non-equilibrium geometry. The level of theory is ωB97M-V with the def2-TZVPD basis set.

Geometry as XYZ:
```
92
Properties=species:S:1:pos:R:3:forces:R:3:mulliken_charge:R:1
Cr -1.471 -3.665 -2.298 0.872 1.612 -2.869 0.60
Cr 1.117 -1.808 -3.464 -1.903 0.651 -0.527 0.78
C 0.476 -1.072 0.408 0.083 -0.274 0.688 -0.78
C -0.414 -0.906 -0.819 -1.378 -0.660 0.625 1.59
C -0.394 0.481 -1.418 0.400 0.393 -0.291 -0.93
O -0.209 -1.921 -1.787 0.217 -1.063 -0.210 0.06
H 0.631 -0.183 1.028 0.217 0.413 -0.683 -0.12
H 1.426 -1.524 0.123 0.090 0.165 0.117 0.13
H 0.000 -1.703 1.163 0.029 -0.515 -0.450 0.25
H -1.428 -1.126 -0.446 -0.095 0.540 -0.040 -0.41
H -0.904 1.233 -0.810 -0.116 -0.226 0.175 0.52
H -0.852 0.490 -2.409 -0.046 -0.060 0.033 -0.04
H 0.636 0.840 -1.509 0.013 -0.076 -0.140 -0.24
C -0.681 -3.325 -4.690 -3.442 0.872 6.948 1.16
O -0.809 -2.039 -4.665 2.007 0.557 -2.135 -0.57
O 0.328 -3.769 -4.014 2.909 -0.659 -0.262 -0.87
O -1.771 -4.021 -4.388 0.043 -0.247 -1.294 -0.81
O -0.796 -1.325 7.430 0.029 -0.068 -0.115 -0.56
S 0.511 -1.893 7.289 1.292 -0.172 -0.800 1.14
O 1.013 -2.889 8.176 -0.458 0.114 0.251 -0.61
O 0.694 -2.481 5.803 -0.078 -0.090 0.154 -0.30
C -0.474 -2.787 5.030 -0.955 0.524 -0.504 -0.17
C -0.036 -2.982 3.589 0.918 -0.281 0.836 -0.92
C 1.734 -0.595 7.194 0.051 0.042 1.108 -1.00
H -1.122 -1.908 5.098 -0.224 -0.241 0.033 0.22
H -1.008 -3.655 5.415 0.169 -0.004 0.191 0.38
H -0.823 -3.262 2.894 -0.283 0.263 0.170 0.38
H 0.691 -3.797 3.587 0.084 0.091 -0.212 0.30
H 0.473 -2.061 3.308 -0.041 -0.108 -0.413 0.09
H 1.925 -0.192 6.207 -0.433 0.027 -0.082 0.29
H 2.669 -0.948 7.625 -0.055 -0.361 -0.207 0.40
H 1.367 0.134 7.919 -0.023 0.317 -0.361 0.37
O 2.768 -1.204 -2.142 -0.155 -0.219 -0.151 -0.39
S 3.733 -0.150 -1.924 1.077 0.774 0.242 1.06
O 4.181 0.686 -2.995 -0.183 -0.326 -0.184 -0.66
O 3.098 0.780 -0.813 -0.177 -0.696 -0.501 -0.01
C 3.854 1.946 -0.425 0.472 0.661 0.835 -0.26
C 3.077 2.679 0.645 -0.971 -0.738 0.460 -1.31
C 5.177 -0.893 -1.156 -1.226 0.160 -0.111 -1.29
H 4.057 2.645 -1.235 -0.254 -0.470 -0.457 0.31
H 4.819 1.611 -0.036 0.000 0.021 -0.014 0.35
H 1.997 2.638 0.460 0.143 0.487 -0.700 0.28
H 3.425 3.704 0.716 -0.066 0.030 0.194 0.44
H 3.061 2.177 1.617 0.813 0.100 0.019 0.34
H 5.341 -1.792 -1.745 0.265 -0.038 0.101 0.48
H 4.871 -1.126 -0.138 0.231 -0.194 0.029 0.38
H 6.002 -0.192 -1.198 0.049 -0.012 -0.056 0.41
O -3.183 -2.526 -2.466 0.415 -0.132 1.008 -0.40
S -4.212 -1.790 -3.172 -1.273 1.019 -0.753 1.12
O -5.104 -2.505 -4.008 0.257 -0.161 0.059 -0.61
O -5.132 -1.032 -2.111 0.675 -0.989 0.110 -0.37
C -4.531 -0.647 -0.858 0.406 1.467 0.339 0.54
C -5.252 0.613 -0.378 -0.827 -1.109 0.824 -1.36
C -3.560 -0.385 -4.053 0.132 -0.667 -0.094 -0.75
H -3.476 -0.387 -0.994 -0.011 -0.238 -0.307 -0.43
H -4.577 -1.439 -0.113 -0.182 -0.241 -0.252 0.33
H -5.655 1.194 -1.202 0.436 0.296 -0.042 0.34
H -4.653 1.160 0.347 0.213 0.284 -0.387 0.37
H -6.118 0.297 0.213 -0.110 0.074 -0.191 0.36
H -2.675 -0.697 -4.609 0.064 -0.031 0.125 0.17
H -3.359 0.434 -3.369 0.094 -0.046 0.068 0.31
H -4.362 -0.140 -4.745 -0.027 0.151 0.058 0.45
O -0.450 1.651 -4.830 0.113 -0.270 0.117 -0.71
S 0.960 1.517 -4.700 -0.331 1.128 -0.746 1.03
O 1.534 0.337 -4.082 -0.207 -0.544 0.171 0.11
O 1.563 1.642 -6.156 -0.333 -0.274 0.796 -0.26
C 2.946 1.263 -6.395 0.636 0.477 -0.562 0.02
C 3.024 0.780 -7.823 -0.155 -1.081 0.065 -1.38
C 1.648 2.963 -3.893 0.247 -0.637 -1.660 -1.00
H 3.284 0.517 -5.679 -0.253 -0.112 0.004 0.23
H 3.561 2.156 -6.260 -0.082 0.012 0.094 0.29
H 3.959 0.247 -8.008 0.220 0.391 0.073 0.40
H 2.873 1.544 -8.578 0.003 0.160 0.127 0.34
H 2.276 -0.007 -7.956 -0.174 0.202 -0.083 0.33
H 1.022 3.305 -3.078 0.390 -0.408 0.509 0.38
H 1.660 3.745 -4.654 -0.269 -0.045 -0.046 0.52
H 2.686 2.637 -3.806 -0.004 0.413 1.095 0.17
O -3.670 3.809 5.453 0.231 0.009 -0.251 -0.63
S -3.318 2.486 5.057 -0.312 0.144 0.922 1.24
O -4.233 1.723 4.262 0.375 -0.263 -0.053 -0.62
O -1.909 2.612 4.296 -0.520 0.371 -0.446 -0.36
C -1.506 1.535 3.456 0.481 -1.735 0.817 -0.40
C -0.094 1.146 3.853 0.601 -0.099 -1.588 -0.08
C -2.820 1.619 6.579 -0.464 0.066 -0.926 -0.61
H -1.635 1.681 2.384 -0.022 0.752 0.083 0.35
H -2.090 0.638 3.689 -0.368 0.253 -0.088 0.39
H 0.264 0.360 3.172 -0.449 -0.378 0.299 -0.20
H -0.073 0.771 4.871 0.297 0.256 0.121 -0.14
H 0.654 1.902 3.597 -0.219 0.448 0.823 0.36
H -3.471 0.776 6.796 -0.125 0.039 -0.220 0.31
H -2.943 2.382 7.339 0.412 -0.068 0.170 0.40
H -1.810 1.260 6.415 0.107 0.101 0.380 0.01
```
Positions in Å, forces in eV/Å.

Computed properties:
**Spin multiplicity**: 9
**Net charge**: +1
**HOMO (alpha / beta)**: -11.10 / -11.84 eV
**HOMO-LUMO gap (alpha / beta)**: 7.97 / 8.70 eV
**ΔE to the lowest compared entry with this formula, charge and spin**: 0.000 eV

***

# 2
This record from the Open Molecules 2025 dataset describes an isolated ion of composition C7H12N3 and charge +1 in a non-equilibrium geometry. The level of theory is ωB97M-V with the def2-TZVPD basis set.

Geometry as XYZ:
```
22
Properties=species:S:1:pos:R:3:forces:R:3:mulliken_charge:R:1
C 3.530 0.756 -0.382 -1.456 -1.926 -2.719 -1.14
C 2.405 -0.179 0.239 1.238 -1.464 -0.097 -0.31
C 1.048 0.395 0.299 -1.498 -1.016 -0.912 0.46
N 0.795 1.667 0.130 0.519 2.383 -0.343 -0.34
C -0.423 1.871 -0.148 0.139 0.580 1.514 -0.12
C -1.253 0.751 0.144 0.565 -1.398 -2.347 0.37
N -2.633 0.914 -0.070 3.449 -1.044 1.513 -0.12
C -3.711 -0.002 -0.255 -0.352 -2.876 -1.190 -0.66
N -0.153 -0.316 0.069 -1.362 1.647 1.595 0.02
C -0.333 -1.752 0.366 -1.042 2.976 -3.798 -0.99
H 3.953 1.301 0.398 0.552 1.456 0.933 0.34
H 3.133 1.339 -1.284 0.554 -0.432 1.659 0.34
H 4.341 0.105 -0.814 -0.855 0.428 0.610 0.35
H 2.890 -0.584 1.204 -1.401 0.446 -1.205 0.28
H 2.150 -1.051 -0.425 1.117 0.398 0.531 0.28
H -2.765 1.764 0.443 -1.096 0.865 -0.263 0.30
H -4.462 0.468 -0.938 0.662 -0.455 0.576 0.29
H -3.278 -0.967 -0.755 -0.890 1.895 0.614 0.25
H -4.233 -0.402 0.648 0.548 0.798 -0.316 0.30
H -0.415 -1.862 1.345 -1.223 -0.868 4.319 0.37
H -1.129 -2.014 -0.309 -0.414 -0.923 0.388 0.33
H 0.542 -2.201 0.095 2.243 -1.470 -1.063 0.43
```
Positions in Å, forces in eV/Å.

Computed properties:
**Net charge**: +1
**HOMO (alpha / beta)**: -12.99 / -13.85 eV
**HOMO-LUMO gap (alpha / beta)**: 7.56 / 7.47 eV
**ΔE to the lowest compared entry with this formula, charge and spin**: 6.832 eV
**SMILES**: CCC1=[N+]=C=C(NC)N1C

***

# 3
This record from the Open Molecules 2025 dataset describes C21H23CsN9O3PS2 as an isolated structure. The level of theory is ωB97M-V with the def2-TZVPD basis set.

Geometry as XYZ:
```
60
Properties=species:S:1:pos:R:3:forces:R:3:mulliken_charge:R:1
Cs -1.070 0.252 2.486 0.048 -0.294 0.051 1.17
C -0.882 6.079 0.504 0.003 -0.011 -0.008 -0.88
N -0.894 5.137 1.600 0.021 -0.030 0.077 0.34
C -0.877 5.470 2.933 0.019 0.065 -0.048 -0.05
C -0.919 4.289 3.615 0.013 -0.040 -0.008 -0.90
N -0.961 3.249 2.735 0.006 0.102 -0.043 -0.15
C -0.951 3.765 1.524 -0.132 -0.170 -0.169 0.01
P -1.003 2.945 -0.120 0.114 -0.306 -0.125 -0.36
C -2.701 2.215 -0.140 -0.090 -0.237 0.004 -0.05
N -3.423 1.516 0.758 0.450 0.449 0.010 -0.46
C -4.466 0.958 0.087 -0.054 0.195 -0.209 -0.71
C -4.412 1.274 -1.239 0.147 -0.022 -0.047 -0.13
N -3.274 2.039 -1.399 -0.308 0.078 0.240 0.34
C -2.912 2.704 -2.621 0.024 0.062 -0.013 -0.80
C 0.903 1.843 0.027 -0.124 0.100 -0.450 -0.19
N 1.583 1.092 0.885 -0.378 0.491 0.530 -0.49
C 2.576 0.462 0.199 0.171 -0.127 -0.210 -0.81
C 2.512 0.786 -1.121 -0.264 0.064 -0.047 -0.12
N 1.433 1.639 -1.235 0.475 -0.036 0.090 0.34
C 1.025 2.206 -2.495 -0.105 0.043 -0.033 -0.88
H -0.860 7.087 0.917 -0.005 -0.004 0.010 0.29
H -1.770 5.956 -0.115 0.006 0.009 -0.011 0.30
H -0.006 5.929 -0.126 -0.002 0.005 -0.015 0.29
H -0.828 6.498 3.255 -0.005 -0.009 0.010 0.32
H -0.918 4.119 4.681 -0.004 -0.007 -0.062 0.43
H -5.218 0.363 0.583 0.074 -0.039 0.058 0.41
H -5.040 1.010 -2.076 0.051 -0.021 0.041 0.33
H -3.711 2.562 -3.350 -0.005 -0.003 0.026 0.32
H -1.988 2.309 -3.042 0.055 -0.043 0.012 0.15
H -2.769 3.773 -2.445 0.009 0.000 0.000 0.29
H 3.288 -0.195 0.675 -0.066 -0.025 0.066 0.48
H 3.082 0.467 -1.979 -0.039 0.001 0.039 0.36
H 1.797 1.994 -3.235 0.017 0.017 0.004 0.31
H 0.885 3.284 -2.418 -0.020 -0.011 0.008 0.34
H 0.093 1.758 -2.839 -0.043 -0.012 -0.018 0.18
N 5.561 -4.768 -0.949 -0.017 -0.007 -0.006 -0.65
C 4.196 -4.405 -1.026 0.021 0.013 -0.012 1.13
C 3.415 -4.829 -2.100 0.006 -0.012 -0.006 -0.66
C 2.071 -4.502 -2.158 0.006 -0.016 0.020 -0.68
C 1.487 -3.749 -1.148 -0.025 -0.005 -0.031 -0.16
C 2.257 -3.329 -0.077 0.025 0.031 0.003 -0.24
C 3.604 -3.659 -0.015 -0.002 0.004 0.008 -0.79
S -0.242 -3.299 -1.280 0.142 0.038 0.090 1.12
O -0.287 -2.297 -2.319 -0.011 0.032 -0.036 -0.68
O -0.930 -4.549 -1.568 0.008 -0.030 -0.027 -0.74
N -0.590 -2.660 0.103 -0.282 -0.088 -0.032 -0.25
C -0.980 -3.402 1.165 0.034 -0.019 -0.018 0.23
S -1.229 -5.165 1.188 0.013 0.036 -0.029 -0.14
C -1.601 -5.069 2.875 -0.004 0.035 -0.016 -0.23
C -1.541 -3.781 3.283 -0.007 0.011 0.050 -0.79
N -1.196 -2.856 2.338 0.068 -0.195 -0.121 -0.18
H 5.984 -4.871 -1.859 0.005 0.004 -0.002 0.23
H 6.098 -4.118 -0.394 0.002 0.000 0.004 0.24
H 3.868 -5.420 -2.890 0.001 -0.002 0.003 0.26
H 1.461 -4.833 -2.989 -0.005 -0.004 0.003 0.36
H 1.799 -2.727 0.697 -0.009 -0.005 -0.002 0.58
H 4.202 -3.326 0.827 0.001 0.001 0.001 0.24
H -1.862 -5.942 3.453 0.003 0.002 0.007 0.35
H -1.738 -3.426 4.286 0.002 -0.004 0.001 0.44
O -1.131 0.149 5.081 -0.035 -0.049 0.386 -1.01
```
Positions in Å, forces in eV/Å.

Computed properties:
**Net charge**: -2
**HOMO (alpha / beta)**: -1.83 / 0.23 eV
**HOMO-LUMO gap (alpha / beta)**: 5.76 / 3.78 eV
**ΔE to the lowest compared entry with this formula, charge and spin**: 0.123 eV